Entry from the Open Molecules 2025 dataset: a structure of composition C14H12BaBrO5 (ωB97M-V with the def2-TZVPD basis set).

Computed properties:
molecular weight: 477.48 g/mol
total charge: -1
gap between HOMO and LUMO: 7.110 eV
E_HOMO: -4.90 eV

Geometry (Å):
Ba1 0.2228 0.1447 -0.4703
Br1 3.7944 -5.7315 -3.3689
O1 -3.6937 1.0287 -2.3826
O2 -1.9207 -1.7253 0.6089
O3 -1.9897 2.1217 0.1997
O4 -0.9738 0.8765 1.7395
O5 -1.7196 0.0318 -1.9856
C1 -4.0125 -2.6818 0.3880
C2 -2.7161 -1.1242 1.6581
C3 1.9737 -3.5548 -3.0291
C4 3.1974 -2.5441 -0.7668
C5 -2.9932 -1.8220 -0.3563
C6 -2.9420 0.3356 -1.7131
C7 -3.8875 -2.1025 1.8157
C8 -3.1412 0.1709 0.9659
C9 3.7214 -3.6804 -1.3803
C10 2.0610 -1.8580 -1.2286
C11 -1.9654 1.1701 0.9909
C12 1.4836 -2.4196 -2.3818
C13 -3.5160 -0.3731 -0.4629
C14 3.0953 -4.1714 -2.5118
H1 0.5903 -1.9712 -2.8241
H2 -3.7203 -3.7319 0.3597
H3 -4.0005 0.6584 1.4299
H4 -2.6051 -2.2286 -1.2847
H5 4.5994 -4.1766 -0.9840
H6 1.4892 -3.9485 -3.9145
H7 -5.0125 -2.5874 -0.0345
H8 -2.1000 -0.9682 2.5351
H9 -3.6540 -2.8772 2.5459
H10 -4.5992 -0.3608 -0.5791
H11 3.7185 -2.1917 0.1214
H12 -4.7897 -1.5860 2.1464

***

Entry from the Open Molecules 2025 dataset: a structure of composition C14H12Br3MnN3O (ωB97M-V with the def2-TZVPD basis set).

Computed properties:
molecular weight: 532.92 g/mol
total charge: 0
gap between HOMO and LUMO (alpha / beta): 7.378 / 7.417 eV
E_HOMO (alpha / beta): -7.80 / -8.00 eV
2S+1: 2

Geometry (Å):
Br1 1.6547 -0.8843 -4.1671
Br2 -3.3232 -2.4310 0.4904
Br3 -0.0872 4.4638 -3.8927
Mn1 -1.3874 -1.2176 -0.1443
O1 -0.2083 -1.1533 -1.6575
N1 1.2567 -2.0129 0.7264
N2 -1.6146 0.7061 -0.4808
N3 0.0756 -1.5245 1.1509
C1 -0.9163 2.4147 -2.0449
C2 -0.9002 1.0939 -1.5796
C3 -0.1423 0.0407 -2.1884
C4 -2.4144 2.9280 -0.2274
C5 -2.3445 1.5785 0.1717
C6 -0.9423 -0.8220 3.2740
C7 0.1859 -1.3592 2.4619
C8 1.4676 -1.7638 2.8786
C9 3.5022 -2.7037 1.5247
C10 -1.7080 3.3364 -1.3228
C11 0.6017 1.7269 -3.7854
C12 2.1246 -2.1771 1.7385
C13 -0.1304 2.7101 -3.1912
C14 0.6009 0.4016 -3.2889
H1 4.0074 -2.8127 2.4818
H2 -1.0487 0.2556 3.1334
H3 -2.9074 1.2101 1.0204
H4 -3.0289 3.6187 0.3317
H5 4.0944 -2.0276 0.9070
H6 1.2018 1.9526 -4.6561
H7 -1.8814 -1.2998 2.9920
H8 -0.7660 -1.0007 4.3332
H9 3.4862 -3.6811 1.0417
H10 1.3779 -2.1739 -0.2625
H11 1.8617 -1.7596 3.8807
H12 -1.7480 4.3671 -1.6498

***

Entry from the Open Molecules 2025 dataset: a structure of composition C14H12Br4NO8S2W (ωB97M-V with the def2-TZVPD basis set).

Computed properties:
molecular weight: 889.84 g/mol
total charge: +1
gap between HOMO and LUMO: 6.159 eV
E_HOMO: -11.57 eV

Geometry (Å):
W1 0.2931 -0.1157 -0.4354
Br1 -2.8649 5.8968 -1.9005
Br2 -2.0612 3.0867 -3.5249
Br3 -0.5720 3.6482 2.8524
Br4 -2.1608 6.1643 1.3071
S1 2.1906 1.1371 -1.4300
S2 1.7165 -1.6573 -1.7908
O1 1.6317 -0.3482 0.9227
O2 -2.6965 -2.7409 -1.2386
O3 2.4419 -0.7355 2.9725
O4 -2.5732 0.2630 0.3988
O5 0.0023 1.3957 0.7628
O6 -0.9155 -1.3829 -1.2051
O7 3.9035 -0.5358 -2.6232
O8 -0.6951 1.1148 -1.4873
N1 -0.6253 -1.5211 1.3668
C1 0.5166 -1.9639 2.1961
C2 -0.9968 2.3464 -1.0318
C3 2.7973 -0.3452 -2.0187
C4 4.8037 0.5647 -2.8985
C5 -1.5656 -0.7619 2.2643
C6 -0.6438 2.4758 0.3089
C7 -1.6642 4.6234 0.3583
C8 -0.9964 3.6031 1.0326
C9 1.6271 -0.9279 2.1323
C10 -1.7719 -2.2722 -0.6616
C11 -1.9742 4.5071 -1.0092
C12 -1.6497 3.3534 -1.7231
C13 -2.8845 -0.4035 1.6037
C14 -1.3124 -2.6648 0.7338
H1 -3.4389 0.2444 2.2886
H2 -1.7649 -1.3789 3.1431
H3 4.2531 1.5013 -2.9618
H4 0.2308 -2.1451 3.2311
H5 -1.0425 0.1423 2.5796
H6 0.9401 -2.8850 1.7945
H7 -2.1599 -3.0172 1.3198
H8 -3.4956 -1.2907 1.4176
H9 -3.3559 0.3871 -0.1594
H10 5.2711 0.3291 -3.8480
H11 -0.6304 -3.5071 0.6146
H12 5.5425 0.5983 -2.1020

***

Entry from the Open Molecules 2025 dataset: a structure of composition C14H12ClO10V at a distorted geometry (ωB97M-V with the def2-TZVPD basis set).

Computed properties:
molecular weight: 426.64 g/mol
total charge: -2
gap between HOMO and LUMO (alpha / beta): 5.702 / 4.717 eV
E_HOMO (alpha / beta): -1.59 / -1.69 eV
2S+1: 5

Geometry (Å):
V1 -0.5216 -0.0814 1.6926
Cl1 -0.9933 -1.7805 3.4708
O1 0.2154 1.3514 0.0812
O2 1.7289 -0.3536 1.6965
O3 4.8959 -0.5422 -1.6252
O4 3.4445 1.0448 -3.1063
O5 1.5918 -2.6685 -3.5029
O6 -3.2948 -1.4982 -1.6721
O7 -1.1042 -1.5703 0.0650
O8 -0.1161 1.5711 3.0445
O9 -2.5640 0.6682 1.7614
O10 -0.5333 -2.6217 -5.2304
C1 -2.1579 -1.8279 -2.0938
C2 -2.8688 1.9938 1.3523
C3 0.2808 -2.0808 -1.6799
C4 1.9441 1.6775 -1.3879
C5 3.1807 1.1245 -1.9175
C6 1.4735 1.1481 -0.2318
C7 2.2580 0.1591 0.6171
C8 0.4815 -2.4568 -3.0706
C9 -0.9796 -1.7705 -1.1683
C10 -0.7171 1.5358 4.3530
C11 4.0608 0.1067 -1.0228
C12 -2.0176 -2.1774 -3.4454
C13 -0.7340 -2.3990 -4.0453
C14 3.5262 -0.2173 0.2666
H1 1.4233 2.3994 -1.9978
H2 -2.0144 2.6153 1.6163
H3 -2.8983 -2.1784 -4.0692
H4 -3.6660 2.4552 1.9484
H5 -0.8010 2.5682 4.7165
H6 0.0137 1.0928 5.0335
H7 -1.6760 1.0335 4.3675
H8 -3.1280 2.0662 0.2982
H9 1.1357 -2.1411 -1.0199
H10 4.1107 -0.8147 0.9549
H11 0.4064 2.3722 3.0322
H12 -3.3858 0.1962 1.9185

***

Entry from the Open Molecules 2025 dataset: a structure of composition C14H12F6N4O5S2Sn (ωB97M-V with the def2-TZVPD basis set).

Computed properties:
molecular weight: 613.11 g/mol
total charge: +2
gap between HOMO and LUMO (alpha / beta): 5.977 / 7.597 eV
E_HOMO (alpha / beta): -16.59 / -16.31 eV

Geometry (Å):
Sn1 0.2463 0.6365 0.5551
S1 -1.9799 2.6491 2.0778
S2 -2.1504 1.7237 -0.3875
F1 -4.4395 1.5548 -1.6079
F2 -2.6903 1.3374 -2.8726
F3 -1.1123 4.9841 2.8401
F4 -3.2491 3.2948 -2.1230
F5 -1.4754 4.8507 0.7107
F6 0.2771 3.9121 1.5715
O1 -0.9372 1.5629 2.0937
O2 -2.7266 2.7925 3.2606
O3 -0.7970 2.2874 -0.6606
O4 -1.9187 0.2633 -0.2165
O5 0.0531 -0.9773 2.8067
N1 1.9154 1.7719 3.5274
N2 -0.3611 0.2474 7.2223
N3 -0.1334 -0.7859 3.9868
N4 -2.8930 2.4160 0.7748
C1 0.3337 0.1435 4.7452
C2 -3.2459 2.0114 -1.8796
C3 0.3624 -2.7455 -1.0333
C4 1.6948 -2.8377 -0.7341
C5 0.9029 -1.0688 -2.8272
C6 2.6540 -2.0888 -1.4642
C7 -0.0184 -1.8603 -2.0949
C8 -0.6915 -3.5523 -0.3545
C9 4.0927 -2.2618 -1.1971
C10 1.2540 1.0597 4.1381
C11 -0.0524 0.2013 6.1192
C12 2.2281 -1.1932 -2.4943
C13 0.4301 -0.2159 -3.9614
C14 -0.9907 4.2456 1.7715
H1 4.4638 -3.0265 -1.8987
H2 -1.0383 -4.3377 -1.0323
H3 -1.0634 -1.8447 -2.3898
H4 4.6669 -1.3600 -1.4072
H5 4.2943 -2.6345 -0.1951
H6 2.9878 -0.6455 -3.0399
H7 -1.5629 -2.9420 -0.1082
H8 -0.3169 -4.0272 0.5493
H9 1.0061 0.7056 -4.0349
H10 0.5623 -0.7573 -4.9015
H11 -0.6265 0.0268 -3.8691
H12 2.0452 -3.5155 0.0345

***

Entry from the Open Molecules 2025 dataset: a structure of composition C14H12FNNa at a distorted geometry (ωB97M-V with the def2-TZVPD basis set).

Computed properties:
molecular weight: 236.25 g/mol
total charge: -1
gap between HOMO and LUMO: 3.112 eV
E_HOMO: -1.31 eV

Geometry (Å):
Na1 0.0745 -3.2333 1.9454
F1 -0.9615 0.7473 1.0435
N1 -2.5109 0.1899 -0.5005
C1 -2.1807 -0.9071 -1.1811
C2 2.4888 1.3023 1.4436
C3 3.5310 -0.1394 -0.2839
C4 2.0629 2.3927 2.1367
C5 -4.3485 0.7007 -1.9008
C6 3.0909 -0.9974 1.7954
C7 3.3952 1.1818 0.3067
C8 -3.4923 0.9695 -0.8042
C9 1.9669 -0.0525 1.8857
C10 -2.9637 -1.2905 -2.3445
C11 0.8389 -0.6222 1.2079
C12 1.3876 -1.4010 0.1609
C13 2.8505 -1.1822 0.4216
C14 -4.0161 -0.4560 -2.6428
H1 -4.6033 -0.6679 -3.4437
H2 0.9098 -1.7609 -0.7577
H3 1.3223 2.3297 2.9996
H4 4.1683 -0.3265 -1.1699
H5 -2.6351 -2.1932 -2.8650
H6 3.8620 2.0618 -0.1604
H7 3.7426 -1.4008 2.5347
H8 -5.2193 1.3991 -2.1136
H9 -1.3173 -1.4845 -0.8139
H10 -3.6327 1.8806 -0.1120
H11 -0.2549 -0.3853 1.3865
H12 2.4444 3.3454 1.8256

***

Entry from the Open Molecules 2025 dataset: a structure of composition C14H12IN2O3Pd at a distorted geometry (ωB97M-V with the def2-TZVPD basis set).

Computed properties:
molecular weight: 489.59 g/mol
total charge: -1
gap between HOMO and LUMO (alpha / beta): 4.965 / 6.801 eV
E_HOMO (alpha / beta): -2.58 / -4.41 eV
2S+1: 3

Geometry (Å):
I1 -2.0927 0.9449 1.2550
Pd1 -0.0424 0.0705 -0.1047
O1 -0.1497 1.4302 -1.2057
O2 1.1367 -5.9356 0.1254
O3 1.5606 -0.5429 -1.1022
N1 0.0263 -1.5266 1.2477
N2 4.1262 -2.9685 -1.5449
C1 1.7271 -2.7456 -0.0914
C2 3.4051 -1.8589 -1.6028
C3 -2.0194 -0.8048 2.3899
C4 -3.0004 -1.0137 3.3429
C5 0.4970 -2.6757 0.6388
C6 -2.9758 -2.1436 4.1387
C7 -1.9327 -3.0535 3.9734
C8 2.5142 -3.9167 -0.0442
C9 2.1945 -1.6769 -0.9094
C10 -0.9572 -2.8420 3.0277
C11 2.1121 -5.0992 0.7752
C12 3.6825 -3.9684 -0.7863
C13 3.8979 -0.7389 -2.4709
C14 -0.9671 -1.7164 2.1703
H1 0.8825 -5.4793 -0.6933
H2 -3.7946 -0.2878 3.4651
H3 -0.0500 -3.6012 0.7686
H4 2.9869 -5.7181 0.9872
H5 1.6921 -4.7751 1.7320
H6 -3.7473 -2.3056 4.8795
H7 4.3064 -4.8588 -0.7601
H8 4.8465 -1.0264 -2.9213
H9 3.1791 -0.5094 -3.2596
H10 4.0357 0.1749 -1.8902
H11 -1.8778 -3.9344 4.6016
H12 -0.1396 -3.5428 2.9325

***

Entry from the Open Molecules 2025 dataset: the molecule C14H12O3 at a distorted geometry (ωB97M-V with the def2-TZVPD basis set).

Computed properties:
molecular weight: 228.25 g/mol
total charge: 0
gap between HOMO and LUMO: 6.970 eV
structure (SMILES): Cc1c(C[C@H]2CO2)ccc2c1C(=O)C=CC2=O
E_HOMO: -8.77 eV

Geometry (Å):
O1 0.5806 0.4026 -4.8894
O2 -2.2433 -3.0195 -1.7704
O3 0.8654 1.9485 4.5277
C1 -1.8905 -1.5400 1.2150
C2 0.6919 1.5954 -1.7610
C3 0.5757 -0.4212 -3.8284
C4 0.1998 0.1065 -2.2864
C5 0.8885 -2.0613 -3.9277
C6 -1.0293 -0.5110 0.2244
C7 -0.8112 1.4981 2.2926
C8 0.3317 2.0320 -0.2172
C9 -0.5160 0.9789 0.7652
C10 -0.6662 -0.9432 -1.3149
C11 0.0924 -3.0112 -3.0509
C12 0.6948 1.1679 3.1950
C13 1.7762 2.5132 3.2733
C14 -1.0689 -2.4102 -2.0081
H1 1.2838 2.3690 -2.4136
H2 -1.6548 0.9198 2.8616
H3 1.1936 0.0215 3.0700
H4 0.7091 3.0883 0.1910
H5 -1.4851 -2.6307 0.9640
H6 1.7391 -2.4519 -4.6686
H7 2.4497 2.8410 4.1495
H8 2.6076 1.7468 2.8822
H9 0.3371 -4.1774 -3.0931
H10 -0.9373 2.6784 2.3691
H11 -1.7005 -1.3205 2.3540
H12 -3.0140 -1.4097 0.8951

***

Entry from the Open Molecules 2025 dataset: a structure of composition C14H13CaN3O6 at a distorted geometry (ωB97M-V with the def2-TZVPD basis set).

Computed properties:
molecular weight: 359.35 g/mol
total charge: -2
gap between HOMO and LUMO (alpha / beta): 1.811 / 1.889 eV
E_HOMO (alpha / beta): 1.23 / 1.30 eV

Geometry (Å):
Ca1 -0.1956 -0.9307 -1.6732
O1 -0.0098 -1.2528 0.5286
O2 4.1135 1.7958 4.3388
O3 2.0340 -0.2601 0.1620
O4 -2.9778 1.3490 3.8263
O5 -1.9631 2.2920 5.5102
O6 2.7571 2.6196 5.8289
N1 2.9702 1.9991 4.7533
N2 -1.6300 0.8093 -2.3641
N3 -1.9407 1.6792 4.4015
C1 0.5290 1.8058 4.5426
C2 -0.4689 0.5868 2.6570
C3 -0.5867 1.3467 3.8315
C4 -3.2299 -1.0053 -2.7438
C5 1.9015 -2.1227 -2.8573
C6 1.7827 1.5091 3.9845
C7 0.7317 -1.1100 -4.5630
C8 1.9506 0.7656 2.7961
C9 0.9795 -0.4594 0.8173
C10 -2.9896 0.4568 -2.6328
C11 1.9056 -1.0196 -3.7704
C12 0.7172 -2.8945 -3.1089
C13 0.8071 0.2932 2.1157
C14 0.0218 -2.2862 -4.2018
H1 2.9554 0.5827 2.3864
H2 -1.3410 1.6381 -3.0063
H3 0.4356 2.3869 5.4465
H4 -3.1743 -1.6123 -1.8217
H5 2.6049 -2.3186 -2.0815
H6 -0.8901 -2.6542 -4.6280
H7 0.4303 -0.4257 -5.3593
H8 0.3985 -3.7896 -2.5862
H9 2.6797 -0.2608 -3.8374
H10 -3.3704 0.7583 -1.6220
H11 -3.1453 -1.4761 -3.7192
H12 -1.3662 0.2277 2.1237
H13 -3.4265 0.9767 -3.4741

***

Entry from the Open Molecules 2025 dataset: a structure of composition C14H13CsO5P at a distorted geometry (ωB97M-V with the def2-TZVPD basis set).

Computed properties:
molecular weight: 425.13 g/mol
total charge: +1
gap between HOMO and LUMO: 6.433 eV
E_HOMO: -10.57 eV

Geometry (Å):
Cs1 3.7190 4.0671 -1.5173
P1 0.1564 -3.0631 0.6827
O1 0.2015 -2.6785 2.3250
O2 -2.3931 0.0918 1.8228
O3 -1.2468 0.8845 -2.3802
O4 -3.1120 1.6555 0.3738
O5 2.6670 -1.1569 -0.1080
C1 -2.1419 -1.5169 -0.8926
C2 -2.8795 0.3506 0.7561
C3 0.2606 -1.3840 -0.1512
C4 2.5391 1.6031 0.4635
C5 1.7343 -3.9809 0.3946
C6 -0.7973 -0.8421 -0.7654
C7 -0.6355 0.5352 -1.4013
C8 1.4981 0.8967 -0.1357
C9 0.3828 1.4694 -0.7531
C10 1.1848 3.6506 -0.1564
C11 0.2291 2.8652 -0.7494
C12 1.5780 -0.6371 -0.1174
C13 -3.3194 -0.7133 -0.2466
C14 2.4117 3.0474 0.4752
H1 -3.9199 -1.4382 0.3263
H2 3.2097 3.6532 0.9898
H3 0.6257 -1.8104 2.3729
H4 -0.6562 3.3143 -1.2000
H5 1.0837 4.7669 -0.0851
H6 -2.3623 -1.5792 -1.9745
H7 1.6859 -4.9639 0.8788
H8 2.5487 -3.4304 0.8989
H9 -4.0178 -0.2973 -0.9857
H10 2.0002 -4.0186 -0.6697
H11 -2.1666 -2.5446 -0.5258
H12 -3.4571 2.1229 1.1490
H13 3.3891 1.0812 0.9062

***

Entry from the Open Molecules 2025 dataset: the molecule C14H13F9N2O2S at a distorted geometry (ωB97M-V with the def2-TZVPD basis set).

Computed properties:
molecular weight: 444.32 g/mol
total charge: 0
gap between HOMO and LUMO: 7.581 eV
structure (SMILES): CCNc1c(CCC(F)(F)C(F)(F)S(F)(F)(F)(F)F)ccc2c1C(=O)NC2=O
E_HOMO: -8.88 eV

Geometry (Å):
S1 -4.5914 -1.5251 -0.8042
F1 -1.6787 -0.0388 -1.0372
F2 -3.5839 -0.5981 1.5080
F3 -4.9755 0.8182 0.4140
F4 -4.1437 -0.8557 -2.2607
F5 -3.2074 1.7311 -1.3962
F6 -3.2146 -2.4503 -0.6665
F7 -5.1695 -2.2187 0.6339
F8 -6.0655 -0.7197 -0.9662
F9 -5.2795 -2.7881 -1.6690
O1 5.2029 2.6595 -1.9805
O2 3.4630 -1.8742 -1.9355
N1 4.4832 0.3318 -2.3104
N2 0.7899 -1.3533 -0.1117
C1 0.5648 1.1977 0.7062
C2 2.6047 0.3234 -0.8585
C3 3.1361 1.7798 -0.8231
C4 3.5184 -0.6357 -1.7291
C5 -2.7220 0.7350 -0.4740
C6 1.1701 2.6207 0.7385
C7 -3.8973 -0.1091 0.2109
C8 1.1311 -2.1395 1.1105
C9 2.4890 2.9376 -0.0405
C10 4.4251 1.7078 -1.7513
C11 -0.8222 0.8027 1.4457
C12 1.2802 0.0263 -0.0685
C13 -2.0331 1.5993 0.7217
C14 2.6756 -1.9729 1.5840
H1 -0.7258 1.1875 2.5320
H2 0.8327 -3.2509 1.0011
H3 2.8473 -0.9872 2.1406
H4 5.4085 -0.1199 -2.2732
H5 -0.9834 -0.3245 1.5012
H6 1.1192 -1.8220 -0.9790
H7 -1.5570 2.5467 0.2616
H8 0.4930 -1.7382 1.9817
H9 2.9517 3.9737 -0.0599
H10 2.9743 -2.8102 2.3100
H11 0.6128 3.4270 1.3127
H12 -2.8275 1.9729 1.4512
H13 3.3043 -2.0464 0.6297

***

Entry from the Open Molecules 2025 dataset: the molecule C14H13N3O5 (ωB97M-V with the def2-TZVPD basis set).

Computed properties:
molecular weight: 303.27 g/mol
total charge: 0
gap between HOMO and LUMO: 8.382 eV
structure (SMILES): CCOc1ccccc1/C=C\c1nc(O)c([N+](=O)[O-])c(=O)[nH]1
E_HOMO: -9.05 eV

Geometry (Å):
O1 4.1036 -1.7694 -0.2418
O2 -0.2675 -0.7119 0.7944
O3 4.8126 0.4104 1.4207
O4 4.7680 2.1129 0.1098
O5 2.1406 2.5429 -0.3678
N1 2.0744 -1.3635 -1.1545
N2 1.1111 0.7393 -1.2636
N3 4.3619 1.0376 0.4919
C1 -1.1734 0.2598 0.4165
C2 -2.6484 1.2715 -1.1912
C3 2.1840 1.2466 -0.6250
C4 -2.9804 2.2553 -0.2782
C5 1.0571 -0.5436 -1.4774
C6 -1.7255 0.2785 -0.8745
C7 3.2473 -0.9576 -0.4817
C8 -1.7075 -1.9918 2.3149
C9 -2.4029 2.2510 0.9797
C10 3.2469 0.4640 -0.2145
C11 -0.1128 -1.1215 -2.1274
C12 -1.5136 1.2485 1.3275
C13 -1.3623 -0.7188 -1.8783
C14 -0.8238 -1.9878 1.0733
H1 -2.6514 3.0190 1.6962
H2 -2.0487 -3.0036 2.5147
H3 -2.1812 -1.1540 -2.4375
H4 -2.5740 -1.3498 2.1687
H5 -3.0831 1.2822 -2.1799
H6 -3.6878 3.0241 -0.5491
H7 0.0812 -1.9220 -2.8279
H8 -1.3953 -2.3464 0.2045
H9 0.0428 -2.6366 1.2226
H10 -1.0650 1.2217 2.3086
H11 1.3112 2.9052 -0.7129
H12 2.0080 -2.3592 -1.3345
H13 -1.1460 -1.6330 3.1735

***

no.,electronic energy (hartree)
1,-3516.54470
2,-9653.30083
3,-12356.74704
4,-2697.34236
5,-2744.96670
6,-857.18763
7,-1301.44362
8,-765.65103
9,-1834.38523
10,-1278.74278
11,-2097.98572
12,-1081.66946